[1]
ORCA calculation (ωB97M-V with the def2-TZVPD basis set) on the molecule C4H8N2 at a distorted geometry.

Positions of all 14 atoms, in Å:
C  2.589  1.066  -0.113
C  1.391  0.907  -0.201
C  -0.027  0.867  -0.676
N  -0.308  -0.042  0.424
C  -0.068  -1.458  0.099
N  -1.973  0.158  0.545
H  3.638  1.243  -0.142
H  -0.168  0.446  -1.674
H  -0.478  1.851  -0.523
H  -0.063  -1.680  -0.974
H  -0.833  -2.086  0.564
H  0.891  -1.773  0.518
H  -2.495  -0.533  1.093
H  -2.095  1.035  1.060

Forces on atoms 1 to 3 (eV/Å):
-1.07 -0.19 -0.09
2.00 1.76 -2.59
2.23 -0.70 2.05

Structure (SMILES) ... C#CCN(C)N
Calculated total energy ... -266.545480 hartree
LUMO energy ... 1.1 eV
Relative energy (zero: lowest compared OMol25 entry of this formula, charge and spin) ... 110.8 kcal per mole
Frontier orbital gap ... 9.64 eV
Multiplicity ... 1

[2]
ORCA calculation (ωB97M-V with the def2-TZVPD basis set) on the molecule C2H3N3O2 at a distorted geometry.

Positions of all 10 atoms, in Å:
N  -2.135  -0.206  -0.085
C  -0.772  0.126  0.058
N  -0.239  1.309  0.017
O  1.135  1.305  -0.166
C  1.342  0.017  -0.172
O  2.673  -0.230  -0.019
N  0.239  -0.860  -0.321
H  -2.379  -1.110  0.367
H  -2.679  0.814  -0.270
H  2.814  -1.165  0.590

Forces on atoms 1 to 3 (eV/Å):
0.94 3.98 -0.07
2.47 -2.03 -3.63
-3.60 3.29 0.89

Structure (SMILES) ... Nc1noc(O)n1
Calculated total energy ... -392.644710 hartree
LUMO energy ... 0.3 eV
Relative energy (zero: lowest compared OMol25 entry of this formula, charge and spin) ... 93.4 kcal per mole
Frontier orbital gap ... 9.72 eV
Multiplicity ... 1

[3]
ORCA calculation (ωB97M-V with the def2-TZVPD basis set) on a cluster of 2 separate species, CH9N6 in total at a distorted geometry.

Positions of all 16 atoms, in Å:
C  -1.628  0.008  0.045
N  -0.353  0.113  -0.171
N  -2.371  1.149  0.094
N  -2.276  -1.190  0.039
N  3.450  0.123  -0.430
N  2.895  0.231  0.634
N  0.547  -0.926  -0.670
H  -1.817  2.053  0.039
H  -3.147  1.181  0.746
H  -1.782  -2.053  -0.031
H  -3.267  -1.418  0.235
H  -0.083  1.047  -0.026
H  4.346  0.613  -0.603
H  3.167  0.951  1.347
H  1.109  -1.336  0.073
H  1.211  -0.546  -1.321

Forces on atoms 1 to 3 (eV/Å):
-3.11 -2.18 -0.85
2.12 -1.55 -0.60
1.36 1.30 0.58

Charge ... +1
Calculated total energy ... -371.720519 hartree
LUMO energy ... -3.0 eV
Relative energy (zero: lowest compared OMol25 entry of this formula, charge and spin) ... 31.4 kcal per mole
Frontier orbital gap ... 9.68 eV
Multiplicity ... 1

[4]
ORCA calculation (ωB97M-V with the def2-TZVPD basis set) on the molecule C7H11NO2S at a distorted geometry.

Positions of all 22 atoms, in Å:
C  0.758  -1.089  -0.494
C  3.101  -1.263  0.243
C  -0.457  -0.530  0.088
C  0.805  -1.555  -1.915
C  -1.111  0.523  -0.801
C  0.520  1.093  1.820
C  -0.366  -0.122  1.554
N  1.901  -1.170  0.219
O  4.241  -1.321  0.441
O  -1.732  -2.773  1.250
S  -1.863  -1.960  0.020
H  -0.193  -1.756  -2.294
H  1.402  -2.463  -1.994
H  1.277  -0.795  -2.545
H  -0.430  1.355  -0.973
H  -2.010  0.896  -0.317
H  -1.393  0.106  -1.763
H  0.192  1.951  1.238
H  1.560  0.886  1.575
H  0.464  1.354  2.873
H  -1.377  0.095  1.907
H  -0.002  -0.977  2.128

Forces on atoms 1 to 3 (eV/Å):
-0.10 -0.40 -0.82
-1.56 0.13 0.15
-1.22 -0.44 0.30

Calculated total energy ... -876.672151 hartree
LUMO energy (alpha / beta) ... -0.9 / -0.3 eV
Relative energy (zero: lowest compared OMol25 entry of this formula, charge and spin) ... 33.5 kcal per mole
Frontier orbital gap (alpha / beta) ... 6.26 / 8.54 eV
Multiplicity ... 1

[5]
ORCA calculation (ωB97M-V with the def2-TZVPD basis set) on a structure of composition C7H17ClI2N2OPSY at a distorted geometry.

Positions of all 33 atoms, in Å:
I  1.173  1.411  1.917
I  0.087  -3.266  -1.178
Y  0.310  -0.654  0.074
P  3.031  -0.827  -0.603
C  4.025  -1.767  0.510
C  3.100  -1.509  -2.248
H  2.898  1.495  -1.225
H  4.549  0.766  -1.272
H  3.789  1.257  0.300
C  3.620  0.853  -0.704
H  2.352  -1.040  -2.899
H  4.114  -1.274  -2.580
H  5.034  -1.718  0.093
H  3.672  -2.806  0.559
H  2.916  -2.588  -2.220
H  3.994  -1.330  1.517
C  0.961  -1.981  1.849
O  1.158  -2.637  2.772
Cl  0.137  0.661  -1.879
C  -4.776  0.842  -0.711
N  -3.400  0.368  -0.493
C  -2.799  0.344  0.704
S  -1.949  -1.141  1.181
N  -2.922  1.282  1.642
C  -3.423  2.647  1.485
H  -5.167  1.259  0.207
H  -5.433  0.026  -1.024
H  -4.758  1.593  -1.502
H  -3.089  -0.305  -1.208
H  -2.566  1.068  2.576
H  -4.328  2.771  2.085
H  -2.678  3.367  1.833
H  -3.630  2.834  0.442

Forces on atoms 1 to 3 (eV/Å):
0.35 0.72 0.74
-0.12 -0.92 -0.34
-0.93 1.19 -1.63

Charge ... +2
Calculated total energy ... -2294.636567 hartree
LUMO energy (alpha / beta) ... -10.8 / -10.4 eV
Relative energy (zero: lowest compared OMol25 entry of this formula, charge and spin) ... 0.0 kcal per mole
Frontier orbital gap (alpha / beta) ... 4.62 / 5.11 eV
Multiplicity ... 1

[6]
ORCA calculation (ωB97M-V with the def2-TZVPD basis set) on a cluster of 2 separate species, CH6NO in total at a distorted geometry.

Positions of all 9 atoms, in Å:
O  -2.491  0.253  -0.256
H  -3.096  0.528  -0.943
C  1.294  -0.269  0.435
N  0.320  0.326  -0.468
H  0.790  -0.698  1.321
H  2.064  0.421  0.768
H  1.741  -1.141  -0.053
H  -0.323  -0.358  -0.856
H  -0.300  0.938  0.053

Forces on atoms 1 to 3 (eV/Å):
0.26 -0.16 0.26
-0.28 0.12 -0.24
-1.17 -1.02 0.01

Charge ... -1
Calculated total energy ... -171.661585 hartree
LUMO energy ... 4.4 eV
Relative energy (zero: lowest compared OMol25 entry of this formula, charge and spin) ... 5.0 kcal per mole
Frontier orbital gap ... 6.75 eV
Multiplicity ... 1

[7]
ORCA calculation (ωB97M-V with the def2-TZVPD basis set) on a cluster of 4 separate species, C4H18NO4 in total at a distorted geometry.

Positions of all 27 atoms, in Å:
O  2.609  0.650  0.175
C  1.625  1.658  0.293
C  0.543  0.967  1.267
N  -0.330  0.145  0.409
C  -1.234  -0.710  1.231
C  -2.603  -0.909  0.692
H  3.136  0.467  1.071
H  2.119  2.643  0.556
H  1.064  1.889  -0.651
H  1.004  0.500  2.174
H  -0.023  1.662  1.850
H  0.284  -0.425  -0.072
H  -0.910  0.813  -0.262
H  -0.594  -1.745  1.233
H  -1.334  -0.194  2.275
H  -3.123  -1.757  1.193
H  -3.234  -0.088  0.878
H  -2.529  -1.039  -0.409
H  1.311  -3.025  -0.576
H  1.354  -3.506  0.775
O  0.838  -2.898  0.319
H  0.455  -0.576  -3.463
H  1.813  -0.341  -2.633
O  0.892  -0.376  -2.608
H  -3.156  2.157  -1.166
H  -1.743  2.240  -0.539
O  -2.286  1.783  -1.135

Forces on atoms 1 to 3 (eV/Å):
1.83 -0.82 1.16
-0.54 -0.15 1.70
1.69 2.52 0.46

Charge ... +1
Calculated total energy ... -518.609162 hartree
LUMO energy ... -2.6 eV
Relative energy (zero: lowest compared OMol25 entry of this formula, charge and spin) ... 53.0 kcal per mole
Frontier orbital gap ... 11.59 eV
Multiplicity ... 1

[8]
ORCA calculation (ωB97M-V with the def2-TZVPD basis set) on the molecule C4H4N2S2.

Positions of all 12 atoms, in Å:
S  2.499  -0.931  -0.004
C  0.946  -0.084  -0.011
C  0.837  1.312  -0.008
N  -0.323  1.952  -0.003
N  -1.458  1.278  -0.003
C  -1.422  -0.060  -0.006
S  -3.020  -0.794  -0.003
C  -0.227  -0.798  0.007
H  3.261  0.159  0.013
H  1.739  1.937  0.024
H  -2.571  -2.071  -0.002
H  -0.262  -1.900  -0.004

Forces on atoms 1 to 3 (eV/Å):
-0.40 -0.09 -0.02
0.22 -0.14 0.11
0.17 0.32 0.11

Structure (SMILES) ... Sc1cnnc(S)c1
Calculated total energy ... -1060.668546 hartree
LUMO energy ... 0.3 eV
Relative energy (zero: lowest compared OMol25 entry of this formula, charge and spin) ... 29.5 kcal per mole
Frontier orbital gap ... 9.48 eV
Multiplicity ... 1

[9]
ORCA calculation (ωB97M-V with the def2-TZVPD basis set) on a structure of composition C11H26AgBr2Cl3F3O7S at a distorted geometry.

Positions of all 54 atoms, in Å:
Ag  2.865  -18.869  -19.592
O  1.330  -20.891  -16.488
H  2.256  -20.905  -16.236
H  1.015  -20.000  -16.321
H  1.336  -21.024  -17.439
O  5.620  -16.142  -14.892
H  5.529  -16.338  -13.957
H  4.870  -15.667  -15.258
H  5.518  -16.983  -15.344
C  3.193  -21.713  -20.760
C  2.148  -22.019  -19.694
C  2.615  -23.037  -18.713
O  1.456  -20.901  -19.111
H  2.787  -20.974  -21.451
H  3.256  -22.639  -21.332
H  4.161  -21.385  -20.380
H  1.314  -22.450  -20.248
H  1.756  -23.464  -18.197
H  3.434  -22.617  -18.129
H  3.150  -23.871  -19.167
C  6.391  -20.630  -16.389
F  6.141  -21.991  -16.327
F  6.965  -20.337  -15.200
F  7.109  -20.329  -17.508
S  4.778  -19.656  -16.565
O  4.679  -19.551  -18.067
O  3.679  -20.445  -15.936
O  5.052  -18.441  -15.888
C  10.238  -18.497  -14.579
Cl  11.865  -18.455  -15.402
Cl  9.266  -17.051  -14.963
Cl  10.216  -18.801  -12.750
H  9.720  -19.341  -15.034
C  4.482  -18.215  -10.472
C  5.143  -19.404  -11.071
C  5.260  -19.060  -12.526
O  4.965  -17.684  -12.640
C  3.955  -17.457  -11.688
H  5.284  -17.650  -9.997
H  3.705  -18.423  -9.737
H  4.535  -20.291  -10.896
H  6.107  -19.558  -10.586
H  4.475  -19.394  -13.204
H  6.230  -19.296  -12.963
H  3.028  -17.854  -12.102
H  3.795  -16.384  -11.583
Br  8.239  -16.094  -18.512
C  6.706  -17.047  -19.325
C  6.905  -17.344  -20.761
Br  5.229  -18.283  -21.539
H  5.804  -16.581  -18.928
H  6.647  -17.968  -18.744
H  7.774  -17.972  -20.953
H  6.978  -16.356  -21.216

Forces on atoms 1 to 3 (eV/Å):
-0.26 -1.32 0.08
-2.08 -0.14 2.47
2.17 0.08 0.62

Charge ... +1
Calculated total energy ... -8334.389688 hartree
LUMO energy ... -3.6 eV
Frontier orbital gap ... 7.15 eV
Multiplicity ... 1

[10]
ORCA calculation (ωB97M-V with the def2-TZVPD basis set) on the molecule C3H3N3O.

Positions of all 10 atoms, in Å:
N  -2.498  1.202  -0.494
C  -1.361  0.769  -0.552
N  -0.253  -0.771  1.541
N  0.386  -0.403  0.566
O  2.655  -0.021  0.035
C  1.831  -0.720  0.542
C  -0.100  0.390  -0.554
H  -3.239  0.595  -0.842
H  1.998  -1.634  1.128
H  0.580  0.592  -1.371

Forces on atoms 1 to 3 (eV/Å):
0.64 -0.27 -0.01
-0.38 0.14 0.01
0.30 0.09 -0.51

Calculated total energy ... -355.479223 hartree
LUMO energy ... -0.2 eV
Relative energy (zero: lowest compared OMol25 entry of this formula, charge and spin) ... 100.8 kcal per mole
Frontier orbital gap ... 8.55 eV
Multiplicity ... 1

[11]
ORCA calculation (ωB97M-V with the def2-TZVPD basis set) on a structure of composition C13H20ClF8Li2O7 at a distorted geometry.

Positions of all 51 atoms, in Å:
Li  -20.668  -25.615  -17.463
Li  -18.365  -21.275  -15.840
Cl  -20.002  -23.749  -14.823
O  -18.880  -22.930  -14.484
O  -20.780  -23.949  -13.652
O  -20.787  -23.092  -15.752
O  -19.557  -24.965  -15.301
C  -23.230  -24.657  -10.586
C  -23.845  -24.834  -11.993
C  -25.377  -25.031  -11.923
F  -25.989  -23.931  -11.452
F  -26.037  -25.237  -13.086
F  -23.578  -23.836  -12.823
F  -23.242  -25.869  -12.472
O  -23.524  -25.820  -9.825
C  -23.568  -25.767  -8.457
C  -23.629  -27.136  -7.936
F  -22.742  -27.925  -8.351
F  -23.685  -27.127  -6.574
F  -22.523  -24.943  -8.034
F  -24.784  -25.217  -8.192
H  -23.544  -23.688  -10.196
H  -22.141  -24.655  -10.599
H  -25.710  -25.789  -11.214
H  -24.526  -27.628  -8.311
C  -24.499  -26.050  -16.823
C  -24.332  -27.614  -16.730
C  -22.880  -27.856  -16.654
O  -22.292  -26.566  -16.776
C  -23.191  -25.469  -16.412
H  -25.303  -25.759  -16.146
H  -24.697  -25.688  -17.832
H  -24.800  -28.096  -17.588
H  -24.690  -28.122  -15.835
H  -22.482  -28.583  -17.362
H  -22.542  -28.157  -15.663
H  -22.845  -24.575  -16.931
H  -23.217  -25.345  -15.330
C  -20.736  -17.618  -16.052
C  -21.731  -18.532  -15.419
C  -20.824  -19.593  -14.964
O  -19.825  -19.617  -15.969
C  -19.580  -18.394  -16.555
H  -20.352  -16.829  -15.405
H  -21.274  -17.040  -16.802
H  -22.422  -18.893  -16.181
H  -22.316  -18.135  -14.590
H  -21.247  -20.576  -14.760
H  -20.323  -19.248  -14.059
H  -19.521  -18.361  -17.643
H  -18.662  -17.862  -16.306

Forces on atoms 1 to 3 (eV/Å):
0.04 -0.08 0.46
-0.78 -0.34 0.24
-0.86 0.58 4.12

Calculated total energy ... -2307.856067 hartree
LUMO energy (alpha / beta) ... -0.3 / 0.3 eV
Frontier orbital gap (alpha / beta) ... 2.59 / 10.40 eV
Multiplicity ... 2

[12]
ORCA calculation (ωB97M-V with the def2-TZVPD basis set) on the molecule C5H7N.

Positions of all 13 atoms, in Å:
C  -1.097  0.917  0.249
C  -0.949  -0.519  -0.138
C  -0.257  0.563  -0.936
N  1.111  -0.022  -0.757
C  1.458  -0.165  0.653
C  0.453  -1.079  0.098
H  -0.741  1.335  1.186
H  -2.050  1.325  -0.082
H  -1.778  -1.163  -0.411
H  -0.477  0.939  -1.927
H  1.227  0.602  1.384
H  2.450  -0.599  0.746
H  0.650  -2.135  -0.066

Forces on atoms 1 to 3 (eV/Å):
0.01 0.12 0.19
-0.11 -0.05 -0.22
-0.36 0.14 -0.36

Structure (SMILES) ... C1[C@H]2[C@@H]1N1C[C@@H]21
Calculated total energy ... -249.337286 hartree
LUMO energy ... 1.2 eV
Relative energy (zero: lowest compared OMol25 entry of this formula, charge and spin) ... 85.3 kcal per mole
Frontier orbital gap ... 9.90 eV
Multiplicity ... 1